(1)
C12H36ClI2N3OP3Tb as an isolated structure. Source: OMol25; level of theory: ωB97M-V/def2-TZVPD.

Cartesian coordinates (Å):
I -0.003627 -0.012996 -4.064947
I -0.000650 2.669606 -4.786962
Tb -0.075093 1.178694 -0.996710
P -2.763044 1.832727 -1.815764
C -3.693089 1.747888 -3.397166
C -3.600810 0.622288 -0.663280
H -4.655764 0.911701 -0.545444
H -4.411490 3.501455 -1.253331
H -3.116000 0.643578 0.333098
H -2.840360 3.935652 -0.578562
H -3.492820 0.847708 -3.973524
H -3.562645 -0.398610 -1.091813
C -3.333398 3.478722 -1.420263
H -4.766245 1.895433 -3.198941
H -3.097968 4.063379 -2.306203
H -3.290429 2.617322 -3.935487
P 2.866472 1.618782 -1.772569
C 3.647766 1.940486 -3.466720
C 3.405568 3.302883 -1.370123
H 3.691522 0.534345 0.316606
H 5.084133 0.581012 -0.832780
H 3.726281 -0.604315 -1.048185
C 3.968538 0.456847 -0.768856
H 2.889329 3.787779 -0.565974
H 4.466066 3.429174 -1.145691
H 4.728830 2.127067 -3.478017
H 3.181944 2.876590 -3.778144
H 3.242505 3.908605 -2.256202
H 3.453523 1.233581 -4.245361
Cl -0.187812 3.148046 0.615854
C -1.955997 -3.003314 0.411739
N -1.498888 -2.239022 1.568992
C -2.612558 -1.517892 2.183180
P -0.019423 -1.542726 1.457997
O 0.017742 -0.439133 0.413187
N 0.429560 -0.911808 2.930678
C 1.000116 0.444763 3.096580
C 0.408671 -1.638915 4.233313
N 0.922464 -2.865636 0.968435
C 2.356866 -2.550500 0.820131
C 0.520609 -4.245158 1.489266
H -2.909159 -2.604756 0.071768
H -2.162123 -4.050606 0.664153
H -1.368980 -2.822651 -0.491161
H -3.040282 -2.098865 3.012149
H -2.323578 -0.503718 2.450794
H -3.428971 -1.364123 1.480171
H 0.834704 0.778449 4.122397
H 2.069348 0.522087 3.032645
H 0.595624 1.238489 2.441529
H 0.435367 -0.892527 5.057590
H -0.478028 -2.280529 4.388428
H 1.338883 -2.205717 4.409747
H 2.804669 -2.130282 1.713115
H 3.047187 -3.360084 0.572148
H 2.502600 -1.784007 0.065662
H -0.145500 -4.037989 2.347133
H -0.145925 -4.814998 0.790973
H 1.343764 -4.954251 1.788696

Forces on atoms 1 to 3 (eV/Å):
-0.0119 0.9991 -0.4103
-0.0155 -1.1500 0.4702
0.5553 0.7336 0.5770

Output
* frontier orbital gap (spin up / spin down): 6.020 / 6.021 eV
* spin multiplicity: 7
* DFT total energy: -98559.2380 eV
* charge: +2

***

(2)
A 2-piece molecular cluster, C3H9NS2 overall. Source: OMol25; level of theory: ωB97M-V/def2-TZVPD.

Cartesian coordinates (Å):
C 0.753909 2.559586 0.203285
C -0.449466 2.584256 0.999797
N -1.627744 2.568928 0.335200
H 0.617042 2.245338 -0.824658
H 1.702112 2.475666 0.657874
H -0.505174 2.729641 2.142140
H -1.524636 2.733211 -0.711920
H -2.504907 2.263691 0.911239
C -0.005119 -2.871823 -1.564045
S -0.034483 -2.608830 0.267567
S 1.817255 -3.433169 0.916315
H 0.337265 -3.885256 -1.649607
H 0.598453 -2.045831 -1.954796
H -1.072961 -2.618670 -1.867308
H 1.898458 -2.696731 2.138918

Forces on atoms 1 to 3 (eV/Å):
-4.1673 -0.4705 2.7926
4.1750 0.3641 -1.2281
-2.4591 -0.1889 0.2969

Output
* frontier orbital gap: 8.118 eV
* relative energy (zero: lowest compared OMol25 entry of this formula, charge and spin): 232.9 kJ/mol
* DFT total energy: -26415.2626 eV
* charge: 0

***

(3)
C2H3Br3S as an isolated structure. Source: OMol25; level of theory: ωB97M-V/def2-TZVPD.

Cartesian coordinates (Å):
C -0.901779 1.093304 0.447807
C 0.338449 -1.344436 -0.383504
S 0.593495 1.639150 1.011667
Br -0.249308 -1.653608 -2.180715
Br -0.337736 -2.655764 0.845150
Br 2.183083 -0.976827 -0.185803
H -1.195443 1.227449 -0.572997
H -1.596222 0.749337 1.185046
H 1.165461 1.921396 -0.166651

Forces on atoms 1 to 3 (eV/Å):
0.8004 -0.7307 -0.3792
-0.4868 -0.1712 0.0412
0.0334 0.6276 0.3530

Output
* frontier orbital gap (spin up / spin down): 6.345 / 8.375 eV
* relative energy (zero: lowest compared OMol25 entry of this formula, charge and spin): 291.7 kJ/mol
* DFT total energy: -223081.6718 eV
* charge: 0

***

(4)
C10H8AsBrCuF22O2 as an isolated structure. Source: OMol25; level of theory: ωB97M-V/def2-TZVPD.

Cartesian coordinates (Å):
Cu -0.437974 -0.069580 0.176468
As -2.300224 1.075658 2.609220
F -3.445760 1.807805 1.566195
F -3.581133 0.385082 3.530201
F -1.142165 0.264812 3.595566
F -0.967944 1.677773 1.622973
F -2.243572 2.488744 3.578250
F -2.250485 -0.334888 1.548284
Br -1.460569 0.861414 -2.097773
C -2.200475 -3.915045 0.081030
C -1.483585 -3.640627 -1.216450
C -2.325951 -3.679696 -2.492191
F -2.869264 -4.919837 -2.661642
F -3.312928 -2.777574 -2.456334
F -0.910288 -2.408551 -1.183287
F -0.462272 -4.531324 -1.352060
O -3.190043 -2.924619 0.256204
C -4.320343 -3.300099 0.878070
C -5.159303 -2.039619 1.077534
F -5.331744 -1.424440 -0.104377
F -6.339347 -2.332592 1.668817
F -4.964076 -4.265762 0.179670
F -4.002101 -3.848606 2.090398
H -1.494858 -3.821043 0.914636
H -2.568696 -4.940705 0.144230
H -1.689767 -3.483592 -3.360137
H -4.595985 -1.368629 1.728978
C 4.897141 3.594572 -1.255500
C 5.227077 4.496070 -0.082256
C 5.212619 3.821507 1.299588
F 4.003654 3.392436 1.650070
F 6.043917 2.734316 1.219811
F 6.398355 5.132441 -0.244599
F 4.244893 5.467698 -0.027791
O 3.657828 2.947281 -1.000918
C 3.572094 1.688941 -1.476078
C 2.114288 1.234423 -1.406262
F 2.009582 0.029399 -2.018429
F 1.725495 1.075975 -0.124881
F 4.027734 1.560638 -2.734352
F 4.335310 0.870641 -0.688054
H 5.733100 2.893239 -1.348086
H 4.802965 4.110223 -2.210419
H 5.598879 4.500043 2.063846
H 1.445924 1.915703 -1.938162

Forces on atoms 1 to 3 (eV/Å):
-1.0317 0.7761 -0.9661
0.1238 0.3046 -0.2326
-0.0591 0.0411 -0.1927

Output
* frontier orbital gap: 7.814 eV
* relative energy (zero: lowest compared OMol25 entry of this formula, charge and spin): 45.6 kJ/mol
* DFT total energy: -249907.9650 eV
* charge: -1